Entry 1:
A 3-piece molecular cluster, C5H7Cl4FO3 overall. Source: OMol25; level of theory: the ωB97M-V functional and the def2-TZVPD basis.

Output
- ΔE to the lowest compared entry with this formula, charge and spin: 59.7 kJ/mol
- LUMO energy: 0.463 eV
- Molecular weight: 275.9 g mol⁻¹
- SMILES: O=C1OC[C@@H](F)O1.ClCCl.ClCCl
- Electronic energy: -2361.06493 Ha
- Orbital gap: 11.456 eV

Positions of all 20 atoms, in Å:
1 O 19.328 -36.426 -17.821
2 C 19.248 -36.572 -16.615
3 O 18.359 -36.037 -15.766
4 C 18.749 -36.322 -14.450
5 C 19.636 -37.498 -14.598
6 F 18.933 -38.665 -14.454
7 O 20.013 -37.364 -15.927
8 H 19.251 -35.473 -13.985
9 H 17.921 -36.386 -13.744
10 H 20.475 -37.467 -13.903
11 Cl 17.281 -30.148 -14.936
12 C 16.054 -30.688 -16.101
13 Cl 14.707 -31.537 -15.350
14 H 15.667 -29.799 -16.599
15 H 16.534 -31.327 -16.842
16 Cl 16.446 -31.846 -21.686
17 C 17.249 -30.444 -22.450
18 Cl 18.570 -29.859 -21.402
19 H 17.693 -30.700 -23.412
20 H 16.559 -29.618 -22.624

---

Entry 2:
C5H7ClN4 as an isolated structure. Source: OMol25; level of theory: the ωB97M-V functional and the def2-TZVPD basis.

Output
- ΔE to the lowest compared entry with this formula, charge and spin: 187.9 kJ/mol
- LUMO energy: 0.568 eV
- Molecular weight: 158.6 g mol⁻¹
- Electronic energy: -873.79472 Ha
- Orbital gap: 9.293 eV

Positions of all 17 atoms, in Å:
1 C -1.037 -1.065 1.800
2 C -1.983 0.009 0.184
3 C -0.065 -0.496 1.039
4 C 1.928 -0.268 1.353
5 C -0.320 0.578 -2.309
6 N -2.236 -0.778 1.145
7 N 2.571 0.304 0.497
8 N -0.649 0.241 0.021
9 N -0.022 1.033 -0.952
10 Cl 2.325 -1.065 2.823
11 H -0.973 -1.711 2.675
12 H -2.763 0.373 -0.525
13 H 0.486 0.096 -2.808
14 H -1.122 0.008 -2.077
15 H -0.653 1.359 -3.007
16 H 3.586 0.504 0.810
17 H 0.926 0.878 -0.669

---

Entry 3:
One molecule with the formula C5H7ClO. Source: OMol25; level of theory: the ωB97M-V functional and the def2-TZVPD basis.

Output
- ΔE to the lowest compared entry with this formula, charge and spin: 18.6 kJ/mol
- LUMO energy: 0.890 eV
- Molecular weight: 118.6 g mol⁻¹
- SMILES: O[C@H]1CC=C[C@H]1Cl
- Electronic energy: -730.12672 Ha
- Orbital gap: 10.713 eV

Positions of all 14 atoms, in Å:
1 O -0.027 0.356 -1.843
2 C 0.388 -0.426 -0.761
3 C 1.261 0.467 0.107
4 C 0.307 0.912 1.256
5 C -0.859 0.267 1.165
6 C -0.794 -0.837 0.118
7 Cl -2.358 -1.014 -0.784
8 H -0.780 -0.124 -2.268
9 H 0.985 -1.256 -1.120
10 H 2.194 0.000 0.473
11 H 1.598 1.276 -0.549
12 H 0.465 1.797 1.870
13 H -1.754 0.400 1.778
14 H -0.625 -1.818 0.559

---

Entry 4:
One molecule with the formula C5H7ClO. Source: OMol25; level of theory: the ωB97M-V functional and the def2-TZVPD basis.

Output
- ΔE to the lowest compared entry with this formula, charge and spin: 227.7 kJ/mol
- LUMO energy: 0.850 eV
- Molecular weight: 118.6 g mol⁻¹
- SMILES: C=C1OCC[C@@H]1Cl
- Electronic energy: -730.04705 Ha
- Orbital gap: 9.055 eV

Positions of all 14 atoms, in Å:
1 C -0.255 2.244 -0.052
2 C 0.150 0.901 0.182
3 O 1.105 0.486 -0.622
4 C 1.123 -0.906 -0.669
5 C 0.082 -1.416 0.281
6 C -0.883 -0.344 0.552
7 Cl -2.306 -0.151 -0.570
8 H -1.125 2.667 0.586
9 H 0.514 2.827 -0.505
10 H 2.111 -1.254 -0.467
11 H 0.637 -0.946 -1.654
12 H 0.299 -1.473 1.361
13 H -0.327 -2.330 -0.050
14 H -1.125 -0.306 1.626

---

Entry 5:
One molecule with the formula C5H7ClO. Source: OMol25; level of theory: the ωB97M-V functional and the def2-TZVPD basis.

Output
- ΔE to the lowest compared entry with this formula, charge and spin: 270.6 kJ/mol
- LUMO energy: 0.894 eV
- Molecular weight: 118.6 g mol⁻¹
- SMILES: C=C(Cl)C(=C)OC
- Electronic energy: -730.03074 Ha
- Orbital gap: 9.832 eV

Positions of all 14 atoms, in Å:
1 C -1.760 1.882 0.220
2 C -1.514 0.568 0.105
3 Cl -2.593 -0.741 0.010
4 C 0.177 0.032 -0.064
5 C 0.915 0.836 -0.813
6 O 0.170 -1.162 0.535
7 C 1.264 -2.062 0.448
8 H -2.753 2.439 0.112
9 H -0.992 2.646 0.328
10 H 1.881 0.662 -1.278
11 H 0.410 1.755 -1.000
12 H 2.016 -1.880 -0.322
13 H 0.965 -3.024 0.351
14 H 1.812 -1.950 1.369

---

Entry 6:
One molecule with the formula C5H7ClO2. Source: OMol25; level of theory: the ωB97M-V functional and the def2-TZVPD basis.

Output
- ΔE to the lowest compared entry with this formula, charge and spin: 543.4 kJ/mol
- LUMO energy: 0.598 eV
- Molecular weight: 134.6 g mol⁻¹
- SMILES: C=CO/C(=C/Cl)CO
- Electronic energy: -805.18097 Ha
- Orbital gap: 9.224 eV

Positions of all 15 atoms, in Å:
1 C -2.633 -1.193 -0.100
2 C -1.185 -0.914 0.037
3 O -0.629 0.230 -0.038
4 C 0.789 0.256 0.054
5 C 1.560 -0.896 -0.071
6 Cl 3.195 -0.878 -0.152
7 C 1.222 1.649 0.270
8 O 0.314 2.569 -0.359
9 H -2.808 -2.438 -0.060
10 H -3.574 -0.512 -0.452
11 H -0.341 -1.839 0.354
12 H 1.320 -1.787 -0.331
13 H 1.241 1.688 1.485
14 H 2.198 2.042 -0.107
15 H -0.668 2.023 -0.529